[1]
{"formula": "C24H72O12S12", "method": "ωB97M-V with the def2-TZVPD basis set", "e_above_lowest_kcal_mol": 385.7, "species": ["C", "S", "O", "C", "H", "H", "H", "H", "H", "H", "C", "S", "O", "C", "H", "H", "H", "H", "H", "H", "C", "S", "O", "C", "H", "H", "H", "H", "H", "H", "C", "S", "O", "C", "H", "H", "H", "H", "H", "H", "C", "S", "O", "C", "H", "H", "H", "H", "H", "H", "C", "S", "O", "C", "H", "H", "H", "H", "H", "H", "C", "S", "O", "C", "H", "H", "H", "H", "H", "H", "C", "S", "O", "C", "H", "H", "H", "H", "H", "H", "C", "S", "O", "C", "H", "H", "H", "H", "H", "H", "C", "S", "O", "C", "H", "H", "H", "H", "H", "H", "C", "S", "O", "C", "H", "H", "H", "H", "H", "H", "C", "S", "O", "C", "H", "H", "H", "H", "H", "H"], "positions_angstrom": [[4.063, -1.921, 3.072], [5.048, -2.288, 4.455], [5.910, -1.081, 4.838], [3.935, -2.532, 5.837], [3.364, -1.330, 3.649], [3.479, -2.814, 2.762], [4.539, -1.521, 2.485], [4.527, -2.974, 6.737], [3.105, -3.255, 5.783], [3.269, -1.698, 6.006], [-0.330, -5.489, 5.000], [-1.050, -3.864, 4.843], [-0.652, -2.891, 5.865], [0.112, -3.379, 3.519], [-0.580, -6.195, 4.084], [-0.974, -5.971, 5.806], [0.765, -5.817, 5.238], [-0.011, -3.868, 2.646], [1.002, -3.690, 3.834], [-0.017, -2.279, 3.357], [-0.483, 4.038, 0.039], [0.160, 5.673, 0.036], [1.067, 5.962, -1.141], [-1.304, 6.595, -0.446], [0.245, 3.217, 0.149], [-1.153, 3.856, -0.780], [-0.884, 3.576, 0.908], [-1.989, 6.437, -1.281], [-0.927, 7.618, -0.392], [-1.802, 6.400, 0.382], [2.438, -6.929, -0.971], [2.306, -5.118, -1.440], [0.778, -4.966, -1.819], [2.531, -4.454, 0.245], [2.259, -7.472, -2.064], [1.859, -7.228, -0.206], [3.458, -7.195, -0.406], [1.746, -4.756, 0.930], [2.266, -3.378, 0.092], [3.411, -4.503, 0.714], [-5.088, -1.734, 1.222], [-3.929, -1.488, 2.511], [-2.478, -1.694, 1.981], [-3.946, 0.358, 2.471], [-4.838, -1.046, 0.294], [-6.037, -1.308, 1.458], [-5.183, -2.785, 0.930], [-3.756, 0.471, 3.562], [-4.854, 0.793, 2.558], [-3.345, 0.747, 1.734], [3.363, 2.408, -1.258], [4.910, 3.101, -1.794], [4.567, 3.541, -3.258], [4.973, 4.608, -0.772], [2.522, 3.019, -1.317], [3.409, 2.158, -0.190], [3.106, 1.737, -1.963], [4.086, 5.195, -0.923], [5.841, 5.160, -0.967], [5.023, 4.354, 0.218], [-3.625, -2.496, -3.043], [-3.433, -3.330, -4.659], [-4.197, -2.448, -5.686], [-1.702, -2.926, -4.945], [-3.003, -1.686, -2.749], [-3.117, -3.304, -2.214], [-4.732, -2.258, -2.887], [-1.473, -2.754, -5.817], [-1.166, -3.796, -4.451], [-1.229, -1.936, -4.603], [-0.883, 0.505, 4.803], [0.030, 0.008, 6.238], [1.491, 0.262, 5.899], [-0.303, 1.388, 7.301], [-0.991, -0.315, 4.085], [-0.454, 1.177, 4.401], [-1.993, 0.622, 4.969], [-0.235, 1.016, 8.215], [-1.387, 1.483, 7.231], [0.286, 2.186, 7.098], [0.981, 2.710, -3.768], [1.626, 3.860, -4.937], [1.216, 3.396, -6.328], [0.413, 5.303, -4.683], [-0.176, 2.399, -3.974], [0.650, 3.161, -2.614], [1.692, 1.982, -3.575], [0.504, 5.532, -3.661], [-0.528, 4.876, -4.711], [0.607, 5.928, -5.283], [-4.599, 3.452, 0.347], [-3.941, 3.514, -1.317], [-3.119, 2.266, -1.545], [-5.454, 3.372, -2.240], [-5.235, 2.532, 0.281], [-5.332, 4.329, 0.317], [-3.924, 3.539, 1.245], [-6.234, 2.787, -1.886], [-5.209, 3.321, -3.458], [-5.985, 4.249, -2.241], [-0.909, -0.091, -1.168], [0.178, -1.164, -0.240], [1.497, -1.178, -1.025], [0.484, -0.017, 1.017], [-1.798, 0.379, -0.525], [-1.250, -0.414, -2.118], [-0.282, 0.849, -1.360], [-0.416, 0.287, 1.726], [0.895, 0.959, 0.744], [1.184, -0.586, 1.777], [2.045, -0.985, -3.981], [2.357, -0.376, -5.581], [3.892, -0.269, -5.720], [1.817, -1.733, -6.510], [2.733, -0.501, -3.252], [2.329, -1.916, -3.836], [0.884, -0.918, -3.816], [2.037, -2.747, -6.149], [1.951, -1.722, -7.639], [0.700, -1.873, -6.358]]}


[2]
{"formula": "C24H72O19", "method": "ωB97M-V with the def2-TZVPD basis set", "smiles": "OCCO.OCCO.OCCO.OCCO.OCCO.OCCO.OCCO.CCO.CCO.CCO.CCO.CCO", "e_above_lowest_kcal_mol": 17.0, "species": ["O", "C", "C", "O", "H", "H", "H", "H", "H", "H", "O", "C", "C", "O", "H", "H", "H", "H", "H", "H", "O", "C", "C", "O", "H", "H", "H", "H", "H", "H", "O", "C", "C", "O", "H", "H", "H", "H", "H", "H", "O", "C", "C", "O", "H", "H", "H", "H", "H", "H", "O", "C", "C", "O", "H", "H", "H", "H", "H", "H", "O", "C", "C", "O", "H", "H", "H", "H", "H", "H", "C", "C", "O", "H", "H", "H", "H", "H", "H", "C", "C", "O", "H", "H", "H", "H", "H", "H", "C", "C", "O", "H", "H", "H", "H", "H", "H", "C", "C", "O", "H", "H", "H", "H", "H", "H", "C", "C", "O", "H", "H", "H", "H", "H", "H"], "positions_angstrom": [[-1.277, 1.467, 4.400], [-2.070, 2.269, 5.249], [-2.528, 3.541, 4.613], [-3.531, 3.322, 3.616], [-1.787, 1.343, 3.587], [-2.956, 1.744, 5.647], [-1.484, 2.501, 6.142], [-1.711, 4.058, 4.113], [-2.957, 4.201, 5.375], [-4.133, 2.633, 3.910], [0.878, -0.411, 4.299], [1.878, 0.556, 4.546], [2.124, 1.440, 3.333], [2.495, 0.685, 2.198], [0.033, 0.041, 4.432], [1.581, 1.185, 5.395], [2.817, 0.062, 4.798], [2.969, 2.104, 3.539], [1.258, 2.082, 3.128], [1.747, 0.125, 1.959], [-5.323, 2.317, -4.009], [-4.979, 1.260, -3.125], [-3.583, 1.501, -2.625], [-2.593, 1.362, -3.621], [-6.254, 2.260, -4.236], [-5.661, 1.250, -2.262], [-5.086, 0.279, -3.601], [-3.383, 0.841, -1.773], [-3.534, 2.532, -2.271], [-2.477, 0.421, -3.799], [1.866, -2.570, -2.523], [2.191, -2.572, -3.920], [0.980, -2.275, -4.740], [0.507, -0.989, -4.374], [1.058, -2.052, -2.421], [2.974, -1.817, -4.041], [2.604, -3.540, -4.202], [0.191, -2.999, -4.488], [1.204, -2.358, -5.808], [-0.310, -0.802, -4.846], [-2.437, -0.231, 0.532], [-1.069, 0.129, 0.740], [-0.443, 0.449, -0.586], [0.584, 1.413, -0.392], [-2.881, -0.136, 1.386], [-1.049, 1.043, 1.337], [-0.508, -0.719, 1.153], [-1.213, 0.869, -1.257], [-0.109, -0.418, -1.173], [0.964, 1.572, -1.264], [-2.874, -1.472, -3.779], [-2.314, -2.338, -2.770], [-3.390, -2.969, -1.925], [-4.025, -2.035, -1.081], [-3.038, -2.024, -4.548], [-1.684, -3.113, -3.223], [-1.645, -1.727, -2.160], [-2.997, -3.807, -1.340], [-4.169, -3.333, -2.605], [-3.444, -1.273, -0.932], [-0.336, -3.858, -0.515], [-0.713, -4.930, 0.351], [-1.149, -4.251, 1.614], [-1.579, -5.159, 2.616], [-0.116, -4.220, -1.379], [-1.576, -5.477, -0.049], [0.122, -5.620, 0.492], [-2.010, -3.608, 1.409], [-0.396, -3.539, 1.971], [-0.806, -5.573, 3.014], [5.584, 0.592, -1.585], [4.301, 0.462, -0.803], [3.667, 1.746, -0.743], [5.392, 0.675, -2.653], [6.171, -0.317, -1.437], [6.157, 1.438, -1.205], [4.479, 0.120, 0.218], [3.644, -0.254, -1.307], [2.817, 1.677, -0.295], [3.569, -2.541, 2.259], [2.312, -2.840, 1.468], [2.324, -1.998, 0.288], [3.826, -3.306, 2.991], [3.462, -1.586, 2.775], [4.380, -2.447, 1.537], [1.402, -2.551, 1.995], [2.297, -3.878, 1.132], [2.092, -2.536, -0.475], [2.307, 4.583, 0.198], [1.986, 5.449, 1.390], [1.731, 6.816, 1.099], [3.218, 4.775, -0.368], [1.494, 4.574, -0.538], [2.367, 3.558, 0.574], [2.822, 5.396, 2.101], [1.121, 5.048, 1.924], [1.910, 6.997, 0.172], [2.479, 2.752, -5.334], [2.624, 2.182, -3.934], [3.536, 2.980, -3.190], [2.076, 3.764, -5.329], [1.805, 2.107, -5.900], [3.460, 2.788, -5.808], [3.025, 1.161, -4.022], [1.657, 2.151, -3.414], [3.584, 2.589, -2.299], [-2.270, -1.791, 3.728], [-3.710, -1.542, 3.356], [-3.832, -0.167, 2.906], [-1.623, -1.596, 2.871], [-2.116, -2.824, 4.036], [-1.944, -1.098, 4.506], [-4.441, -1.778, 4.128], [-3.943, -2.181, 2.497], [-4.638, 0.210, 3.262]]}


[3]
{"formula": "C24H75Br2ClN31O21PS", "method": "ωB97M-V with the def2-TZVPD basis set", "species": ["C", "C", "Br", "C", "Br", "C", "P", "O", "O", "O", "S", "O", "O", "O", "C", "C", "N", "C", "C", "C", "Cl", "H", "H", "H", "H", "H", "H", "H", "H", "H", "H", "H", "H", "H", "H", "H", "C", "O", "N", "N", "H", "H", "H", "H", "C", "O", "N", "N", "H", "H", "H", "H", "C", "O", "N", "N", "H", "H", "H", "H", "C", "O", "N", "N", "H", "H", "H", "H", "C", "O", "N", "N", "H", "H", "H", "H", "C", "O", "N", "N", "H", "H", "H", "H", "C", "O", "N", "N", "H", "H", "H", "H", "C", "O", "N", "N", "H", "H", "H", "H", "C", "O", "N", "N", "H", "H", "H", "H", "C", "O", "N", "N", "H", "H", "H", "H", "C", "O", "N", "N", "H", "H", "H", "H", "C", "O", "N", "N", "H", "H", "H", "H", "C", "O", "N", "N", "H", "H", "H", "H", "C", "O", "N", "N", "H", "H", "H", "H", "C", "O", "N", "N", "H", "H", "H", "H"], "positions_angstrom": [[3.951, 0.756, -1.833], [4.198, -0.112, -3.019], [5.938, -0.005, -3.761], [3.295, -0.913, -3.533], [3.838, -2.005, -5.032], [1.854, -1.143, -3.097], [0.804, -1.139, -4.744], [1.543, -0.068, -5.743], [0.802, -2.656, -5.371], [1.170, -0.098, -2.400], [0.917, -0.355, -0.860], [1.761, 0.309, 0.061], [-0.429, -0.181, -0.405], [1.408, -1.853, -0.846], [1.649, -2.386, -2.193], [2.928, -3.228, -1.963], [2.696, -4.296, -1.018], [0.466, -3.304, -2.449], [-0.928, -2.658, -2.475], [-1.603, -2.929, -1.147], [-2.201, -4.603, -1.037], [4.027, 0.163, -0.932], [3.040, 1.323, -1.892], [4.758, 1.475, -1.770], [2.124, -0.492, -6.399], [1.066, -2.669, -6.305], [3.204, -3.675, -2.910], [3.721, -2.610, -1.570], [2.361, -3.944, -0.126], [2.077, -5.004, -1.379], [0.618, -3.934, -3.314], [0.450, -3.984, -1.610], [-1.528, -3.121, -3.249], [-0.937, -1.604, -2.713], [-0.895, -2.738, -0.355], [-2.453, -2.274, -1.032], [-0.089, 4.181, 2.075], [-0.465, 5.262, 2.495], [1.125, 3.636, 2.390], [-0.842, 3.405, 1.246], [1.444, 2.745, 2.049], [1.716, 4.168, 3.000], [-1.741, 3.756, 0.974], [-0.534, 2.521, 0.888], [1.070, -5.342, 2.423], [1.587, -4.292, 2.062], [1.448, -6.546, 1.917], [0.073, -5.375, 3.361], [1.047, -7.420, 2.199], [2.180, -6.554, 1.232], [-0.221, -4.500, 3.759], [-0.366, -6.220, 3.676], [9.506, 0.965, -5.115], [8.602, 0.272, -5.554], [10.336, 1.686, -5.926], [9.755, 1.074, -3.779], [11.083, 2.261, -5.587], [10.176, 1.627, -6.914], [9.160, 0.557, -3.158], [10.488, 1.638, -3.395], [-2.952, -4.728, 3.587], [-2.318, -4.907, 4.616], [-4.285, -4.442, 3.577], [-2.357, -4.798, 2.355], [-4.803, -4.293, 2.733], [-4.766, -4.375, 4.468], [-1.373, -5.007, 2.335], [-2.840, -4.656, 1.487], [-1.506, 8.749, 0.952], [-2.708, 8.564, 0.798], [-0.913, 9.936, 0.614], [-0.678, 7.803, 1.465], [0.065, 10.119, 0.728], [-1.503, 10.654, 0.233], [-1.080, 6.915, 1.727], [0.306, 7.943, 1.595], [-7.138, -3.744, 6.202], [-5.973, -3.917, 5.877], [-8.083, -3.284, 5.320], [-7.594, -3.997, 7.452], [-9.044, -3.137, 5.564], [-7.782, -3.084, 4.384], [-6.929, -4.340, 8.121], [-8.546, -3.868, 7.734], [7.650, -3.505, -5.983], [7.661, -3.294, -4.788], [7.273, -4.711, -6.521], [8.012, -2.544, -6.886], [7.258, -4.901, -7.504], [7.003, -5.433, -5.879], [8.287, -1.646, -6.514], [8.013, -2.685, -7.878], [-1.122, 0.027, 3.744], [-1.105, 0.344, 4.916], [-1.511, -1.213, 3.318], [-0.751, 0.899, 2.748], [-1.528, -1.489, 2.354], [-1.792, -1.875, 4.020], [-0.460, 1.813, 3.033], [-0.754, 0.672, 1.772], [4.828, -8.388, 1.907], [3.633, -8.533, 1.708], [5.494, -7.246, 1.564], [5.594, -9.358, 2.489], [6.474, -7.107, 1.720], [4.961, -6.511, 1.134], [5.134, -10.209, 2.753], [6.576, -9.261, 2.663], [-5.012, 11.830, 1.921], [-5.375, 12.918, 2.346], [-3.803, 11.282, 2.250], [-5.776, 11.075, 1.083], [-3.484, 10.388, 1.912], [-3.214, 11.812, 2.863], [-6.668, 11.447, 0.815], [-5.497, 10.183, 0.718], [-4.828, 1.132, -0.577], [-5.492, 0.265, -1.113], [-3.521, 0.940, -0.225], [-5.337, 2.368, -0.282], [-2.954, 1.636, 0.218], [-3.118, 0.044, -0.427], [-6.294, 2.537, -0.528], [-4.812, 3.098, 0.161], [-7.567, 8.214, -0.435], [-7.110, 9.291, -0.771], [-7.173, 7.039, -1.013], [-8.510, 8.092, 0.547], [-7.537, 6.143, -0.753], [-6.481, 7.095, -1.737], [-8.819, 8.937, 0.993], [-8.899, 7.217, 0.840], [-8.089, -7.406, 5.607], [-8.835, -7.032, 6.497], [-7.776, -8.726, 5.422], [-7.509, -6.540, 4.727], [-7.165, -9.055, 4.700], [-8.187, -9.387, 6.053], [-7.719, -5.566, 4.840], [-6.893, -6.823, 3.988], [1.987, 4.450, -5.669], [2.453, 5.541, -5.933], [2.459, 3.292, -6.223], [0.945, 4.287, -4.793], [2.087, 2.383, -6.015], [3.221, 3.371, -6.869], [0.572, 5.114, -4.368], [0.546, 3.396, -4.565], [5.552, 3.344, 1.086], [6.031, 2.938, 0.044], [6.278, 3.442, 2.240], [4.243, 3.735, 1.186], [5.903, 3.772, 3.109], [7.240, 3.161, 2.200], [3.683, 3.676, 0.356], [3.828, 4.073, 2.031]]}


| no. | HOMO energy (eV) |
| --- | --- |
| 1 | -7.872 |
| 2 | -9.298 |
| 3 | -8.885 |